[1]
DFT (ωB97M-V/def2-TZVPD) results for a cluster of 2 separate species, C2H6N4O3 in total.

Values from the calculation:
* HOMO level: -8.457 eV
* relative energy (zero: lowest compared OMol25 entry of this formula, charge and spin): 132.74 kcal/mol
* total energy: -14268.39071 eV
* structure (SMILES): CN/N=[N+](\[O-])O.N=C=O

```
15
Properties=species:S:1:pos:R:3:forces:R:3:lowdin_charge:R:1
H 0.940525 1.976983 0.085421 0.616 0.260 0.323 0.12
H 0.195605 2.044853 2.171167 0.006 0.558 1.540 0.08
O 0.222866 -0.729231 -2.389248 -3.281 -0.870 0.592 0.08
H -2.347115 -1.026145 -0.223479 1.333 -1.153 0.152 0.11
N 0.818599 0.089847 -1.479710 -0.969 0.088 0.829 -0.38
H 0.274617 0.191720 2.081911 1.457 -0.267 1.262 0.06
N 0.026940 0.294123 -0.496777 0.184 0.523 -0.977 0.04
O 1.891532 0.531818 -1.809021 1.644 1.487 0.349 0.03
H -1.147904 0.838311 1.843207 -1.247 1.019 -0.067 0.08
N -1.702976 -1.823105 -0.031679 -1.175 0.693 -0.138 0.17
O 0.494711 -1.934487 0.828794 0.108 -0.124 -0.207 0.13
H 0.729354 -1.122597 -3.095677 1.704 0.503 0.205 0.13
C -0.119775 1.126509 1.761660 -0.010 -1.392 -1.555 -0.07
N 0.280517 1.299448 0.401618 0.335 -0.648 -2.914 -0.06
C -0.557495 -1.758048 0.351812 -0.703 -0.676 0.607 -0.49
```
Forces are in eV/Å.

[2]
DFT (ωB97M-V/def2-TZVPD) results for a structure of composition C32H58BMoN7OP2S2.

Values from the calculation:
* net charge: +4
* ⟨S²⟩: 2.020
* HOMO level (spin up / spin down): -18.796 / -18.976 eV
* 2S+1: 3
* relative energy (zero: lowest compared OMol25 entry of this formula, charge and spin): 0.00 kcal/mol
* total energy: -89351.17162 eV

```
104
Properties=species:S:1:pos:R:3:forces:R:3:lowdin_charge:R:1
C 0.156422 -3.565954 0.833327 0.121 -0.040 0.012 -0.17
C 0.396773 1.780587 5.459542 -0.140 0.107 -0.109 0.03
N -2.750893 4.701491 -0.768994 0.012 0.203 -0.189 -0.08
H 0.979119 -0.436249 -3.049650 0.018 -0.004 0.004 0.10
C -2.886896 -1.942665 -1.673883 -0.131 -0.139 -0.010 -0.21
H 3.456419 -4.584454 0.795232 0.008 0.000 -0.007 0.13
H 6.720291 -0.155990 0.040367 0.016 0.007 -0.016 0.13
H 1.197110 1.307390 -2.939699 -0.005 0.025 0.003 0.10
B -3.039782 2.150633 1.819997 0.032 -0.097 -0.049 -0.47
H -0.665020 -3.661649 1.545243 -0.013 0.039 0.000 0.11
H -4.071208 1.612570 2.108963 0.044 0.093 -0.006 0.11
C -3.938920 5.107320 -0.190973 0.093 0.000 -0.091 0.03
C -3.549796 -1.811918 1.065004 -0.064 -0.011 -0.203 -0.25
C 3.414743 -1.751823 -3.689887 0.015 0.045 -0.020 -0.18
C -4.518486 -3.435253 -0.436206 0.011 0.115 -0.050 -0.07
H -2.370136 1.241896 1.195186 -0.440 -0.148 0.056 -0.06
H 1.294159 1.730092 4.847611 0.012 -0.012 0.010 0.09
C -2.452657 3.464744 3.976406 0.030 -0.088 -0.134 0.02
H 2.813639 -0.376981 1.707782 -0.002 0.003 0.012 0.12
C 2.832301 -1.037679 -4.920884 -0.006 0.006 0.038 -0.16
H 5.464468 0.699627 -0.810858 -0.012 0.018 0.030 0.10
H 5.032965 -0.933180 1.740424 0.013 0.042 0.012 0.13
H -1.642719 4.687827 -2.558593 0.017 0.003 -0.005 0.09
H -6.019924 -0.916366 1.120983 -0.010 -0.002 0.011 0.15
C 4.742231 -0.623467 0.735155 -0.027 0.040 -0.010 -0.16
C 1.553468 -1.975181 -0.531921 -0.088 -0.203 0.094 -0.32
H 1.368731 -4.380626 2.431631 0.011 -0.010 -0.002 0.13
C -1.559623 3.330439 4.980736 0.153 -0.082 0.000 0.03
C -5.373866 -1.707687 -2.038183 0.052 -0.041 0.056 -0.07
H -4.139516 -3.354597 -2.517589 -0.047 -0.020 0.011 0.20
H -5.131946 -1.169903 -2.953544 -0.014 0.031 -0.005 0.16
C -4.233484 4.217780 0.783241 0.155 -0.066 0.059 0.01
H -6.761949 -2.185270 0.141641 -0.008 -0.015 -0.003 0.16
C -1.117242 1.796488 3.464760 0.168 -0.015 -0.019 -0.61
C 2.877895 0.188343 -2.136495 -0.012 0.072 -0.158 -0.33
H 4.719742 -1.541767 0.147718 -0.020 0.007 0.030 0.09
H -1.436011 3.885510 5.895680 -0.003 -0.014 -0.006 0.16
H 3.313184 1.172292 -1.932438 0.012 0.019 -0.048 0.13
S -0.331294 0.444770 2.679280 -0.187 0.094 -0.293 0.76
H -0.185479 -3.956980 -0.131484 -0.006 -0.006 0.012 0.12
C 3.434109 1.579681 1.031155 0.053 -0.064 0.010 -0.19
C 0.593460 -2.119560 0.661595 -0.064 0.152 0.063 -0.25
H -4.373749 0.714728 -1.688574 -0.024 0.024 -0.002 0.12
H -4.792315 0.865654 0.021645 -0.045 -0.006 0.046 0.09
N -3.209105 3.280267 0.812330 -0.147 -0.037 0.072 0.01
H 0.146565 0.801632 5.860485 0.007 -0.015 0.015 0.11
H -3.676335 -4.095640 -0.235508 0.011 -0.008 0.028 0.15
H -4.463590 5.985895 -0.528234 0.003 -0.015 -0.006 0.16
C 4.658505 1.896664 1.886209 0.013 -0.014 -0.013 -0.18
H -6.244879 -2.341711 -2.198408 -0.034 0.023 -0.004 0.16
H 6.743936 1.338074 1.850685 0.006 0.008 0.019 0.12
H 3.506085 -2.888633 -0.970543 0.020 -0.001 -0.004 0.09
C 1.374641 -4.372228 1.341592 -0.044 -0.032 -0.023 -0.15
N -2.158292 2.499749 3.020769 -0.313 0.130 0.079 0.02
H 1.042727 -1.767177 1.593533 0.041 -0.021 0.001 0.09
C -4.524311 0.158520 -0.761273 0.129 -0.121 -0.094 -0.25
N -0.722535 2.285240 4.641328 0.083 -0.014 0.236 -0.08
H 4.194430 -2.450207 -3.991457 -0.005 -0.013 -0.006 0.13
H 6.288154 2.423602 0.562861 0.016 -0.003 -0.012 0.12
C -5.854387 -1.602431 0.292781 0.051 0.034 0.003 -0.11
C 3.336536 0.040609 0.838365 0.145 0.063 0.144 -0.34
H 1.504085 0.644387 -5.277926 0.003 -0.001 -0.009 0.12
Mo -0.891706 0.586943 0.386462 1.273 0.975 0.266 0.89
H 2.146558 -3.927346 -1.242375 -0.018 -0.004 0.016 0.13
C 1.717234 0.372138 -3.148353 0.051 -0.037 0.010 -0.19
H 0.960483 -2.001667 -1.454026 -0.004 -0.014 -0.017 0.11
H -2.704708 -1.452621 -2.631221 0.000 0.021 -0.008 0.12
H 4.552105 -1.238178 -1.904623 -0.023 0.000 -0.010 0.09
H -3.760615 -1.211736 1.950629 -0.044 0.021 0.003 0.11
N -4.199472 -2.675966 -1.752630 0.107 -0.012 -0.045 -0.05
C 2.277713 0.351312 -4.568944 0.010 -0.010 -0.001 -0.17
H 3.060012 1.110297 -4.645767 0.004 -0.002 0.004 0.13
P -2.948928 -0.708350 -0.301766 0.028 0.135 0.215 0.97
N -5.566278 -0.841347 -0.927629 -0.046 -0.046 -0.016 -0.13
P 2.248328 -0.306236 -0.536369 -0.373 0.221 0.086 0.97
H 1.264259 -5.408449 1.022917 0.015 0.003 -0.001 0.13
H 2.045049 -1.651740 -5.361058 0.009 -0.013 0.001 0.12
C 2.705949 -3.796600 0.832036 -0.026 0.021 0.005 -0.16
H -2.794266 6.022930 -2.384839 0.005 0.008 -0.002 0.11
H 4.648065 2.949201 2.166998 0.014 0.001 0.006 0.12
H 3.097775 -3.048553 1.528864 -0.023 0.002 -0.008 0.11
N -4.748195 -2.508610 0.617920 0.019 -0.017 -0.040 -0.13
H 3.601859 -0.937276 -5.685051 0.001 0.019 -0.011 0.12
C 5.954834 1.556206 1.132366 -0.052 -0.027 -0.008 -0.16
H -2.092304 -2.670164 -1.499957 0.007 -0.019 0.014 0.10
H -1.279535 6.045471 -1.453744 0.017 0.007 -0.009 0.12
C 3.991494 -0.745144 -2.697754 -0.060 -0.015 -0.001 -0.16
H -0.307618 -1.454568 0.507667 -0.119 -0.343 -0.073 0.00
H 2.514030 1.949093 1.487210 -0.007 -0.002 0.023 0.10
O 0.932360 0.596890 -0.264474 -0.068 -0.598 -0.378 -0.62
C -2.061621 5.412644 -1.865991 -0.107 -0.110 0.155 0.04
H -2.760881 -2.520928 1.322441 -0.014 -0.040 0.026 0.09
H 3.533105 2.092178 0.068462 0.004 -0.015 0.008 0.12
H -5.071532 4.178145 1.458793 0.014 -0.020 -0.008 0.15
H -5.410567 -4.023082 -0.647668 -0.019 -0.014 0.033 0.16
C 2.545437 -3.179804 -0.554094 -0.003 0.046 0.000 -0.15
H 4.595656 1.327547 2.818796 0.002 0.000 -0.005 0.12
H -3.259507 4.167972 3.861427 -0.004 -0.027 -0.003 0.15
S -0.857908 2.733339 -0.539739 -0.272 -0.124 0.154 0.78
H 2.645419 -2.358890 -3.199555 -0.012 0.023 0.000 0.09
C -2.333882 3.597857 -0.148415 0.074 -0.035 0.036 -0.61
C 5.771928 0.359977 0.183366 -0.003 0.005 0.052 -0.17
H 0.559015 2.476871 6.275990 -0.005 0.002 0.008 0.11
H 4.720271 -0.110980 -3.204361 -0.014 0.006 -0.034 0.14
```
Forces are in eV/Å.

[3]
DFT (ωB97M-V/def2-TZVPD) results for a cluster of 2 separate species, C4H15N3O in total.

Values from the calculation:
* HOMO level: -8.644 eV
* relative energy (zero: lowest compared OMol25 entry of this formula, charge and spin): 39.21 kcal/mol
* total energy: -10907.83933 eV
* structure (SMILES): NCC[C@H](N)CN.O

```
23
Properties=species:S:1:pos:R:3:forces:R:3:lowdin_charge:R:1
H 0.996936 -1.827765 -2.342360 0.228 0.487 1.890 0.08
C 0.974867 0.544608 -0.093034 -0.940 2.331 -2.865 -0.23
O -1.449547 2.207157 2.093552 0.492 -1.214 -1.075 -0.03
H -0.199807 -0.214120 -2.838874 -0.609 -0.446 0.029 0.10
H 2.104776 -1.392380 -1.194219 1.172 0.388 0.090 0.03
C 1.681143 0.231345 1.185906 -0.926 -2.780 0.817 -0.24
H -0.310454 -1.149166 0.050670 -0.571 0.373 -0.456 0.10
H 1.992876 1.142302 1.590450 1.133 1.113 0.847 0.08
H -0.889987 1.013902 -1.865270 0.112 -0.704 0.424 0.11
H -1.609505 1.645596 2.846052 -0.249 0.103 0.510 0.03
H -1.622253 3.099908 2.320401 -0.312 1.138 0.611 0.02
H -2.564316 -0.549197 -0.999624 0.385 -0.340 -0.900 0.08
H 2.484969 -0.554707 1.055568 -0.495 1.280 0.113 0.12
C -0.775172 -0.098459 -1.907746 1.111 0.680 1.271 -0.25
H -2.234724 -1.558732 -2.320406 0.156 -0.610 0.058 0.05
H 0.434752 -1.227088 1.716680 -1.067 -1.091 -0.035 0.01
H 0.219573 1.385650 0.059822 0.693 -1.110 0.351 0.11
N 1.157392 -1.638573 -1.311050 -1.698 -0.312 -1.358 0.02
C 0.223458 -0.602393 -0.736642 0.005 -0.667 -1.696 -0.38
N -2.099945 -0.661515 -1.912310 -0.418 0.929 0.501 -0.01
H 1.583868 1.051772 -0.975548 -0.371 -1.131 1.910 0.15
H -0.014016 0.206486 2.470466 0.273 -0.583 -0.538 0.04
N 0.742255 -0.439958 2.221483 1.897 2.163 -0.500 0.01
```
Forces are in eV/Å.